Here is a molecular structure, C10H21N4O5Os from OMol25. Energies are from ωB97M-V with the def2-TZVPD basis set.

Positions of all 41 atoms, in Å:
Os (0.212, 2.218, -0.879)
N (-1.393, 0.927, -0.455)
C (-1.273, 0.426, 0.969)
C (-2.033, -0.855, 1.273)
C (-1.560, -2.132, 0.554)
C (-1.829, -3.386, 1.394)
N (-0.823, -3.571, 2.439)
C (-0.352, -4.741, 2.890)
N (0.624, -4.746, 3.794)
N (-0.838, -5.900, 2.459)
C (0.212, 0.325, 1.270)
O (0.730, -0.394, 2.044)
O (0.943, 1.275, 0.546)
H (-2.289, 1.410, -0.562)
H (-1.428, 0.131, -1.097)
H (-1.660, 1.234, 1.600)
H (-3.095, -0.683, 1.083)
H (-1.952, -0.973, 2.357)
H (-0.494, -2.095, 0.309)
H (-2.105, -2.256, -0.383)
H (-1.830, -4.257, 0.741)
H (-2.822, -3.315, 1.848)
H (-0.450, -2.737, 2.878)
H (1.010, -3.891, 4.161)
H (0.947, -5.607, 4.209)
H (-1.657, -5.959, 1.879)
H (-0.468, -6.772, 2.805)
C (2.513, 5.299, -2.846)
C (1.988, 3.941, -2.590)
C (2.439, 2.765, -3.383)
O (1.778, 3.640, -1.226)
C (-0.034, 3.998, -3.260)
O (-0.114, 4.679, -4.189)
O (-0.608, 3.261, -2.434)
H (3.577, 5.313, -2.576)
H (1.995, 6.073, -2.278)
H (2.439, 5.536, -3.907)
H (3.534, 2.723, -3.335)
H (2.162, 2.866, -4.433)
H (2.065, 1.808, -3.004)
H (1.940, 4.421, -0.665)

## Properties
HOMO (alpha / beta) ... -0.687 / -0.687 hartree
E_tot ... -29347.1106 eV
Strongest force on any atom ... 0.5 eV/A
Gap between HOMO and LUMO (alpha / beta) ... 9.03 / 6.15 eV
LUMO level (alpha / beta) ... -9.66 / -12.54 eV
Total charge ... +3
Expectation value of S² ... 6.013
2S+1 ... 5



Here is a molecular structure, C23H27BiClIO2P2 in a non-equilibrium geometry from OMol25. Energies are from ωB97M-V with the def2-TZVPD basis set.

Positions of all 57 atoms, in Å:
C (-0.903, -1.434, -1.754)
I (-3.944, -0.023, -1.391)
H (-0.234, -2.297, -1.843)
H (-0.317, -0.513, -1.670)
H (-1.571, -1.377, -2.616)
Bi (-1.797, -1.488, 0.356)
P (-3.417, -3.111, -1.843)
C (-4.215, -2.887, -3.487)
C (-2.573, -4.691, -2.201)
H (-4.467, -4.003, 0.137)
H (-5.336, -4.489, -1.355)
H (-5.525, -2.825, -0.696)
C (-4.836, -3.664, -0.837)
H (-2.053, -5.033, -1.301)
H (-3.318, -5.427, -2.522)
H (-4.663, -3.848, -3.787)
H (-3.447, -2.600, -4.218)
H (-1.835, -4.537, -2.997)
H (-4.981, -2.104, -3.439)
C (-1.999, 1.399, -3.067)
O (-1.029, 1.633, -3.611)
Cl (-0.952, -3.887, 0.707)
O (-0.359, 0.557, 0.591)
P (0.986, 1.192, 0.967)
C (2.012, -0.039, 1.804)
C (2.294, 0.057, 3.180)
C (2.929, -0.996, 3.840)
C (3.280, -2.156, 3.143)
C (2.990, -2.259, 1.779)
C (2.361, -1.207, 1.110)
C (1.805, 1.888, -0.494)
C (2.139, 1.035, -1.559)
C (2.556, 1.564, -2.781)
C (2.700, 2.947, -2.939)
C (2.426, 3.798, -1.864)
C (1.964, 3.274, -0.654)
C (0.783, 2.562, 2.112)
C (1.924, 3.231, 2.583)
C (1.792, 4.310, 3.461)
C (0.519, 4.717, 3.877)
C (-0.615, 4.051, 3.401)
C (-0.492, 2.976, 2.518)
H (2.014, 0.949, 3.742)
H (3.140, -0.913, 4.905)
H (3.752, -2.990, 3.662)
H (3.227, -3.167, 1.226)
H (2.117, -1.315, 0.051)
H (2.064, -0.047, -1.443)
H (2.758, 0.891, -3.613)
H (3.011, 3.361, -3.899)
H (2.565, 4.873, -1.962)
H (1.731, 3.951, 0.167)
H (2.918, 2.914, 2.263)
H (2.684, 4.819, 3.819)
H (0.416, 5.563, 4.562)
H (-1.604, 4.367, 3.727)
H (-1.373, 2.450, 2.151)

## Properties
HOMO (alpha / beta) ... -0.516 / -0.516 hartree
E_tot ... -73408.7026 eV
Strongest force on any atom ... 3.7 eV/A
Gap between HOMO and LUMO (alpha / beta) ... 4.05 / 3.87 eV
Relative energy (zero: lowest compared OMol25 entry of this formula, charge and spin) ... 0.00 kcal/mol
LUMO level (alpha / beta) ... -9.99 / -10.18 eV
Total charge ... +2



Here is 2 unconnected molecules or ions with the total composition C3H4INO2 in a non-equilibrium geometry from OMol25. Energies are from ωB97M-V with the def2-TZVPD basis set.

Positions of all 11 atoms, in Å:
C (-0.551, -2.438, -0.501)
C (-0.199, 0.196, 0.250)
C (1.282, 0.326, -0.003)
N (-0.947, 1.335, -0.032)
O (0.172, -3.120, 0.062)
O (-0.689, -0.826, 0.694)
I (-2.929, 1.268, -0.171)
H (-0.558, 2.210, -0.415)
H (1.416, -0.709, -0.325)
H (1.400, 1.213, -0.622)
H (1.604, 0.544, 1.061)

## Properties
HOMO ... -0.342 hartree
E_tot ... -16859.8791 eV
Strongest force on any atom ... 2.8 eV/A
Gap between HOMO and LUMO ... 9.06 eV
Relative energy (zero: lowest compared OMol25 entry of this formula, charge and spin) ... 35.88 kcal/mol
LUMO level ... -0.25 eV
Total charge ... 0



Here is a molecular structure, C56H48ClGeN3NaO3S2 in a non-equilibrium geometry from OMol25. Energies are from ωB97M-V with the def2-TZVPD basis set.

Positions of all 115 atoms, in Å:
Na (0.119, -0.603, 0.457)
S (-0.645, -3.824, 0.960)
C (1.066, -3.644, 0.988)
C (1.949, -4.763, 0.992)
C (3.311, -4.589, 1.009)
C (3.844, -3.296, 1.015)
C (2.940, -2.256, 0.997)
N (1.609, -2.395, 0.988)
H (1.504, -5.749, 0.984)
H (3.969, -5.453, 1.012)
H (4.909, -3.107, 1.015)
H (3.298, -1.229, 0.986)
C (1.485, 1.202, 5.942)
C (1.014, -0.163, 5.421)
C (2.119, -0.735, 4.528)
C (0.813, -1.109, 6.610)
C (-0.313, -0.001, 4.667)
C (-1.407, 0.592, 5.313)
C (-2.628, 0.734, 4.660)
C (-2.753, 0.294, 3.353)
S (-4.141, 0.329, 2.311)
C (-3.174, -0.464, 1.003)
N (-1.909, -0.664, 1.381)
C (-1.666, -0.287, 2.669)
C (-0.444, -0.446, 3.362)
C (-3.825, -0.831, -0.196)
C (-5.249, -0.610, -0.217)
C (-6.068, -0.981, -1.247)
C (-5.539, -1.614, -2.377)
C (-4.161, -1.808, -2.414)
C (-3.268, -1.425, -1.411)
H (2.470, 1.106, 6.410)
H (0.793, 1.604, 6.688)
H (1.554, 1.918, 5.121)
H (3.042, -0.831, 5.108)
H (2.320, -0.079, 3.677)
H (1.861, -1.721, 4.139)
H (1.750, -1.225, 7.166)
H (0.491, -2.094, 6.264)
H (0.053, -0.728, 7.296)
H (-1.311, 0.939, 6.336)
H (-3.473, 1.181, 5.172)
H (0.380, -0.938, 2.863)
H (-5.718, -0.155, 0.646)
H (-7.134, -0.791, -1.168)
H (-6.162, -1.930, -3.203)
H (-3.768, -2.258, -3.317)
C (3.253, -1.815, -2.473)
C (2.629, -0.584, -2.348)
C (1.257, -0.521, -2.122)
C (0.493, -1.686, -2.012)
C (1.141, -2.920, -2.130)
C (2.507, -2.982, -2.358)
Ge (-1.494, -1.680, -2.266)
C (-1.566, -0.439, -3.854)
C (-2.658, 0.401, -4.093)
C (-2.696, 1.258, -5.188)
C (-1.636, 1.296, -6.085)
C (-0.541, 0.470, -5.872)
C (-0.508, -0.378, -4.768)
C (-1.712, -3.479, -3.113)
C (-2.040, -4.586, -2.323)
C (-2.184, -5.851, -2.882)
C (-2.017, -6.041, -4.248)
C (-1.704, -4.952, -5.050)
C (-1.552, -3.689, -4.484)
H (4.323, -1.869, -2.638)
H (3.198, 0.337, -2.408)
H (0.790, 0.450, -2.035)
H (0.579, -3.837, -2.022)
H (2.993, -3.949, -2.419)
H (-3.493, 0.393, -3.400)
H (-3.552, 1.908, -5.331)
H (-1.661, 1.968, -6.935)
H (0.299, 0.491, -6.557)
H (0.371, -0.996, -4.614)
H (-2.163, -4.462, -1.254)
H (-2.427, -6.691, -2.240)
H (-2.131, -7.027, -4.684)
H (-1.578, -5.081, -6.120)
H (-1.318, -2.856, -5.136)
C (2.727, 4.778, 4.113)
C (3.548, 3.855, 3.252)
C (4.917, 4.051, 3.105)
C (5.662, 3.199, 2.310)
Cl (7.391, 3.470, 2.151)
C (5.076, 2.135, 1.647)
C (3.713, 1.928, 1.792)
C (2.955, 2.779, 2.587)
O (1.633, 2.520, 2.779)
C (0.755, 3.036, 1.765)
C (1.015, 2.431, 0.378)
O (1.067, 3.215, -0.587)
O (1.057, 1.177, 0.352)
H (3.307, 5.123, 4.970)
H (1.831, 4.275, 4.470)
H (2.410, 5.658, 3.547)
H (5.407, 4.869, 3.620)
H (5.672, 1.478, 1.029)
H (3.204, 1.121, 1.278)
H (0.832, 4.125, 1.724)
H (-0.242, 2.734, 2.092)
N (-1.472, 1.132, -1.131)
C (-1.485, 2.175, -1.608)
C (-1.556, 3.443, -2.303)
C (-2.573, 4.337, -2.009)
C (-2.649, 5.535, -2.708)
C (-1.711, 5.824, -3.688)
C (-0.695, 4.921, -3.975)
C (-0.614, 3.724, -3.281)
H (-3.295, 4.089, -1.242)
H (-3.440, 6.239, -2.483)
H (-1.770, 6.760, -4.230)
H (0.039, 5.149, -4.737)
H (0.174, 3.010, -3.477)

## Properties
HOMO (alpha / beta) ... 0.009 / -0.071 hartree
E_tot ... -164593.1097 eV
Strongest force on any atom ... 1.2 eV/A
Gap between HOMO and LUMO (alpha / beta) ... 3.33 / 5.53 eV
Relative energy (zero: lowest compared OMol25 entry of this formula, charge and spin) ... 0.00 kcal/mol
LUMO level (alpha / beta) ... 3.59 / 3.58 eV
Total charge ... -2
Expectation value of S² ... 0.777
2S+1 ... 2



Here is C6H10O in the gas phase from OMol25. Energies are from ωB97M-V with the def2-TZVPD basis set.

Positions of all 17 atoms, in Å:
C (1.740, -0.767, 1.134)
C (1.109, 0.210, 0.154)
C (-0.181, 0.913, 0.670)
C (-0.971, 0.177, -0.407)
C (-2.245, 0.501, -1.040)
O (-2.131, -0.575, -0.113)
C (0.289, -0.455, -0.990)
H (0.992, -1.479, 1.507)
H (2.543, -1.342, 0.660)
H (2.162, -0.242, 2.000)
H (1.862, 0.915, -0.214)
H (-0.479, 0.641, 1.688)
H (-0.184, 2.004, 0.576)
H (-2.820, 1.360, -0.690)
H (-2.426, 0.209, -2.075)
H (0.544, -0.117, -1.999)
H (0.279, -1.550, -0.972)

## Properties
HOMO ... -0.368 hartree
E_tot ... -8429.8430 eV
Strongest force on any atom ... 0.3 eV/A
Gap between HOMO and LUMO ... 11.06 eV
Relative energy (zero: lowest compared OMol25 entry of this formula, charge and spin) ... 32.22 kcal/mol
LUMO level ... 1.04 eV
SMILES ... C[C@H]1C[C@]2(CO2)C1
Total charge ... 0



Here is a gas-phase ion, C22H37BF8IN4O5 (charge +1) in a non-equilibrium geometry from OMol25. Energies are from ωB97M-V with the def2-TZVPD basis set.

Positions of all 78 atoms, in Å:
C (-4.849, -5.141, 0.539)
C (-5.300, -3.631, 0.267)
C (-4.570, -3.098, -1.076)
C (-3.012, -2.910, -0.840)
O (-2.510, -1.603, -1.314)
N (-1.476, -1.190, -0.572)
C (-1.469, -0.360, 0.593)
N (-2.486, 0.248, 1.214)
C (-2.161, 1.080, 2.423)
C (-2.253, 2.659, 2.105)
O (-1.613, 2.908, 0.846)
C (-1.601, 4.341, 0.603)
C (-0.558, 4.607, -0.581)
C (-3.877, 0.168, 0.692)
I (-5.442, 0.945, 1.962)
C (-3.904, 1.055, -0.668)
C (-5.274, 0.942, -1.469)
N (-0.072, -0.354, 0.914)
C (0.734, -1.073, 0.011)
C (2.286, -1.207, 0.162)
C (2.919, 0.270, -0.008)
O (3.192, 0.898, 1.247)
C (4.418, 0.386, 1.813)
C (5.071, 1.465, 2.786)
F (6.133, 0.854, 3.463)
F (4.080, 1.755, 3.761)
C (5.464, 2.836, 2.080)
F (6.082, 3.646, 3.053)
F (4.318, 3.559, 1.687)
C (6.387, 2.677, 0.785)
F (5.660, 2.200, -0.329)
F (6.784, 3.985, 0.432)
C (7.733, 1.865, 1.010)
F (7.582, 0.471, 0.933)
F (8.357, 2.164, 2.221)
N (-0.217, -1.580, -0.930)
B (0.255, -2.392, -2.085)
O (-0.451, -2.267, -3.346)
O (1.369, -3.281, -2.075)
C (2.236, -3.051, -3.228)
C (2.600, -1.523, -3.481)
H (-5.013, -5.722, -0.420)
H (-5.432, -5.542, 1.423)
H (-3.751, -5.123, 0.822)
H (-6.418, -3.488, 0.174)
H (-4.916, -2.966, 1.108)
H (-4.795, -3.820, -1.934)
H (-5.068, -2.113, -1.333)
H (-2.425, -3.781, -1.263)
H (-2.847, -2.902, 0.295)
H (-1.077, 0.933, 2.757)
H (-2.774, 0.783, 3.332)
H (-1.622, 3.173, 2.907)
H (-3.301, 3.075, 2.205)
H (-1.269, 4.913, 1.522)
H (-2.657, 4.632, 0.265)
H (-0.786, 3.909, -1.450)
H (0.502, 4.450, -0.211)
H (-0.690, 5.674, -0.972)
H (-4.171, -0.885, 0.405)
H (-3.803, 2.137, -0.306)
H (-2.985, 0.872, -1.313)
H (-6.110, 1.522, -0.971)
H (-5.097, 1.436, -2.488)
H (-5.589, -0.123, -1.705)
H (2.775, -1.996, -0.476)
H (2.481, -1.510, 1.248)
H (3.827, 0.181, -0.684)
H (2.163, 0.929, -0.559)
H (4.152, -0.522, 2.436)
H (5.135, 0.038, 1.003)
H (8.461, 2.167, 0.186)
H (-0.625, -3.204, -3.591)
H (1.735, -3.485, -4.161)
H (3.227, -3.611, -3.145)
H (1.847, -0.961, -4.118)
H (2.758, -0.912, -2.540)
H (3.594, -1.482, -4.048)

## Properties
HOMO ... -0.446 hartree
E_tot ... -70118.5181 eV
Strongest force on any atom ... 5.9 eV/A
Gap between HOMO and LUMO ... 9.08 eV
LUMO level ... -3.06 eV
SMILES ... CCCCOn1c(N(CCOCC)[C@@H](I)CC)nc(CCOCC(F)(F)C(F)(F)C(F)(F)C(F)F)[n+]1B(O)OCC
Total charge ... +1



Number 2 is which compound?
C23H27BiClIO2P2